17
Properties=species:S:1:pos:R:3 method="wB97M-V/def2-TZVPD" lumo_energy_ev="-8.56 / -8.56" orbital_gap_ha="0.22016 / 0.22739" homo_ev="-14.6 / -14.7" charge=+1
O 0.2915 0.0353 2.9948
F -1.6396 -3.4819 0.2013
C 0.0190 2.4339 0.1989
F -0.8907 -3.4381 -1.8200
H 2.3923 2.5268 -0.8642
F 0.6515 3.1260 1.1256
F -1.2651 2.3266 0.5223
O 1.6973 1.8974 -1.0822
N -0.9859 -0.8019 0.9274
F -0.1630 3.2214 -0.8551
O 1.4457 -0.0731 0.7593
S -0.9269 -1.0831 -0.6838
C -0.7342 -2.9418 -0.5975
Al 1.7525 0.2120 -0.8745
S 0.1426 0.1981 1.5452
F 0.4795 -3.2482 -0.1635
O -2.2666 -0.9091 -1.3339


16
Properties=species:S:1:pos:R:3 method="wB97M-V/def2-TZVPD" multiplicity=2 lumo_energy_ev="4.21 / 4.15" orbital_gap_ha="0.13451 / 0.25700" e_above_lowest_kj_mol=0.0 s_squared=0.754 homo_ev="0.6 / -2.8" charge=-1
H -2.4915 -0.5778 1.1722
H 2.0049 1.0885 0.8808
O 1.6440 1.2407 -1.1679
H -0.2452 0.1540 1.8033
C 0.8613 -0.7000 0.1119
H -1.8282 -1.6454 -0.0551
H -0.9755 0.4639 -1.3020
H 0.4864 -0.8600 -0.8944
C -1.8160 0.4246 -0.6131
C -0.3265 -0.6993 1.1208
H -2.7217 0.2808 -1.2039
H -0.1865 -1.6106 1.7251
C -1.6877 -0.6754 0.4370
H -1.8719 1.4096 -0.1530
C 1.6494 0.5892 -0.0369
H 1.5626 -1.4850 0.4189


13
Properties=species:S:1:pos:R:3 method="wB97M-V/def2-TZVPD" lumo_energy_ev=3.50 orbital_gap_ha=0.21541 e_above_lowest_kj_mol=0.0 homo_ev=-2.4 charge=-1
N -1.5886 0.6907 -0.2798
O -0.4655 2.8789 0.6999
F -4.3688 -1.7962 0.0324
C -1.3814 2.9351 0.0462
C 0.0329 -0.9542 -0.0034
H 0.3646 1.1059 -0.2079
S -1.4288 -1.8578 0.2456
C -3.7590 -0.4916 -0.2776
C -0.2883 0.3072 -0.3035
O -2.2154 3.3896 -0.5821
H 1.0263 -1.1592 0.2483
F -4.6836 0.4537 -0.1226
C -2.4145 -0.3871 -0.2099


62
Properties=species:S:1:pos:R:3 method="wB97M-V/def2-TZVPD" lumo_energy_ev=-10.44 orbital_gap_ha=0.20608 e_above_lowest_kj_mol=0.0 homo_ev=-16.0 charge=+3
H -1.1810 -3.2377 -3.3892
H 5.3214 1.4129 -0.3057
H -3.3279 -6.1381 -1.0954
H 1.8468 5.2182 -0.7768
C 1.6181 -1.8501 -0.2083
H -4.4243 -1.4274 -1.0194
N -2.6183 1.2947 -0.8493
C 1.4359 -1.9592 1.1679
N -0.2412 1.1407 1.1446
C -1.0037 1.0198 3.3844
H 4.3082 1.4089 -2.5925
C -2.4314 -4.5532 0.0369
N -0.7911 3.2867 -0.7835
C -1.2312 -2.9332 -1.2460
H 0.4763 -1.7419 1.6237
H 3.8368 1.3117 1.6727
C -1.6732 -3.3948 -0.0076
C 0.3063 1.0475 3.8360
C 2.4938 -2.3868 1.9558
C 3.7155 -2.7005 1.3697
Te 0.0424 -1.2791 -1.4684
C -3.1105 2.6092 -0.7142
H 4.8287 -2.8629 -0.4577
C -2.3289 4.9887 -0.4696
C -2.7397 -5.2314 -1.1388
C 4.2476 1.3678 -0.4328
C -2.2949 -4.7597 -2.3656
C 3.8842 -2.5941 -0.0038
C 3.6915 1.3672 -1.7055
Rh -0.5218 1.2103 -0.7939
H 2.3679 1.1439 3.2440
H -1.8382 0.9650 4.0692
C -3.6413 0.4362 -0.8863
H -2.7248 -1.4087 -1.1244
S -5.1929 1.1835 -0.7900
C -1.5331 -3.6002 -2.4314
C -4.4463 2.7248 -0.6634
C 3.4177 1.3104 0.6771
N 1.3488 4.3423 -0.7680
C 2.0477 1.2529 0.4884
C 1.0457 1.1764 1.5641
N 1.5187 1.2669 -0.7516
N -3.5724 -0.8918 -0.9544
C 2.8322 -2.1682 -0.8061
H 2.3612 -2.4988 3.0241
C -2.1290 3.6719 -0.6462
H -2.2476 1.0475 1.6207
H -2.5327 -5.2951 -3.2747
H 1.8496 3.5356 -1.0879
C 1.3394 1.1243 2.9139
H 2.9610 -2.1105 -1.8801
S -0.8313 5.8318 -0.4665
C -1.2472 1.0654 2.0253
C 2.3166 1.3123 -1.8287
C 0.0096 4.3482 -0.6937
H -5.0392 3.6200 -0.5741
H 0.5237 1.0108 4.8953
H -1.4247 -2.8741 0.9087
H -3.2586 5.5194 -0.3482
H 4.5332 -3.0503 1.9857
H 1.8292 1.3083 -2.7967
H -2.7769 -4.9343 0.9885


180
Properties=species:S:1:pos:R:3 method="wB97M-V/def2-TZVPD" lumo_energy_ev=0.36 orbital_gap_ha=0.33628 e_above_lowest_kj_mol=535.6 smiles=COCCNCCOC.COCCNCCOC.COCCNCCOC.COCCNCCOC.CC(C)O.CC(C)O.CC(C)O.CC(C)O.CC(C)O.CC(C)O.CC(C)O homo_ev=-8.8
H -6.8578 12.8989 -22.5979
H -16.9451 7.8028 -20.6125
H -29.1476 7.6678 -7.8549
H -20.5493 13.1249 -28.5066
H -28.2126 9.4401 -8.9869
H -26.3178 3.4116 -8.6337
H -13.0018 8.8637 -28.7102
C -26.4073 5.7346 -16.1222
C -16.2906 7.2819 -19.9137
H -8.0537 5.6426 -25.8822
H -16.8430 18.0748 -18.9239
C -13.1176 9.8118 -28.1850
H -26.2636 7.1078 -14.3553
C -19.2476 15.3863 -27.3212
H -21.2459 9.5597 -26.8250
H -17.9994 4.5217 -20.1765
H -20.4989 9.9236 -25.2448
O -7.1061 10.9678 -23.4254
H -17.2043 14.7955 -21.0548
H -18.7129 6.7588 -18.4066
C -18.9456 -2.5866 -22.1099
H -12.3114 10.0248 -27.4830
H -19.5720 9.4384 -26.6513
H -29.8214 9.8847 -9.7446
C -10.5790 1.5074 -21.2956
H -10.9993 1.1699 -25.2952
C -20.0626 -1.6101 -21.6135
H -12.0484 1.9700 -22.7510
C -14.3993 8.4211 -26.5992
O -20.2147 11.3614 -26.7585
H -21.3708 13.2666 -10.4600
O -27.3766 6.3658 -16.8790
H -16.1227 5.2739 -19.1835
H -12.4944 9.9663 -13.4982
C -21.4094 -2.2306 -21.1203
C -13.0696 12.5768 -13.4759
H -14.1211 9.7269 -13.9045
C -20.8210 13.4360 -27.4979
C -11.0861 1.4599 -22.7073
H -18.0616 17.3034 -19.9894
H -1.6351 7.3251 -22.7616
C -29.6159 5.8159 -8.8609
H -29.9960 5.4135 -7.9220
C -26.9307 3.1952 -9.5087
H -22.4674 11.9302 -10.7946
O -17.7241 17.2814 -27.1087
H -27.9337 5.7972 -9.9008
H -21.5945 12.4343 -25.7605
H -10.8066 2.5987 -18.7528
H -22.1452 11.7867 -27.3101
H -30.1970 5.5550 -9.7454
O -9.3279 3.9856 -25.4181
H -9.1185 5.2048 -27.1699
H -17.1877 15.2989 -26.5054
H -14.6236 7.6129 -27.2954
H -6.7956 6.6405 -21.0580
H -15.2984 8.1779 -26.0330
H -27.2110 2.1419 -9.5235
H -22.1610 -1.4413 -21.1082
C -21.9013 12.8893 -12.5811
H -16.0221 17.5759 -25.8292
C -18.0519 15.9613 -26.5546
O -12.4765 12.0030 -15.6915
O -3.6985 6.8967 -22.4266
H -27.9417 6.8965 -16.3128
C -7.3005 12.3598 -23.4355
H -24.4328 4.7836 -16.7408
H -12.9380 9.5803 -15.1983
C -25.7186 6.8001 -15.2477
O -21.5792 14.1278 -13.1218
H -8.3777 12.5233 -23.4692
H -21.7088 -2.9781 -21.8550
H -23.1509 13.5202 -10.8877
C -7.7645 10.3634 -22.2184
C -24.8938 3.1011 -10.7026
H -5.3851 8.8640 -22.2821
C -8.5470 4.7860 -26.3416
C -17.0007 17.3850 -19.7530
H -19.2974 -3.2535 -22.8971
C -28.9056 9.2980 -9.8163
O -26.1895 3.6802 -10.6424
H -15.3875 7.0571 -20.4811
H -13.7058 12.4292 -12.6033
O -15.5622 9.9338 -27.9461
H -24.2752 3.4311 -9.8680
C -4.5917 6.5210 -21.4454
C -16.9059 18.0617 -26.2429
H -22.8174 12.6489 -13.1207
C -17.8361 6.1385 -18.2204
H -7.3951 10.8428 -21.3118
H -9.7438 2.8743 -23.3394
H -14.3427 10.5714 -26.5521
H -10.4643 3.1478 -26.9114
H -6.3159 6.5826 -22.7220
H -8.8313 10.5867 -22.2095
C -6.0352 6.9960 -21.7533
C -29.6755 7.2889 -8.7301
H -16.5000 17.8982 -20.5740
C -2.3010 6.7123 -22.1540
H -9.2103 2.1234 -26.4696
H -11.2047 0.8559 -20.6856
N -6.1440 8.4828 -21.7354
H -19.8911 12.3045 -12.5094
H -11.6605 2.7431 -24.8105
H -21.0221 11.0376 -12.4140
H -18.4284 16.0564 -25.5361
C -7.4896 8.8437 -22.3102
O -10.5913 2.9222 -20.8679
H -13.2145 10.5680 -28.9640
C -20.4120 10.0511 -26.3238
C -28.3272 3.8711 -9.3763
H -15.6215 15.5089 -21.3416
C -25.4005 5.0832 -17.1430
H -16.0409 7.9630 -19.1001
H -17.3371 6.7156 -17.4419
H -2.1942 7.1311 -21.1534
H -21.2963 -2.7200 -20.1529
H -20.9059 14.4902 -12.5415
C -10.1287 3.0412 -19.4826
H -18.1834 -1.9621 -22.5759
H -4.5552 5.4359 -21.3479
H -18.8838 15.1956 -28.3309
H -13.2452 13.6154 -13.7562
H -25.3282 5.6659 -18.0614
H -14.4015 11.7806 -15.1146
H -26.8538 5.0287 -15.4218
H -6.7369 12.6952 -24.3060
O -19.5751 -0.8420 -20.5529
H -12.0111 12.5036 -13.2260
H -25.5822 7.6915 -15.8600
H -18.9469 -1.3718 -20.0567
H -25.8584 4.1483 -17.4660
C -10.7455 2.1605 -24.9177
H -30.6980 7.6059 -8.5250
H -24.7543 6.3781 -14.9644
H -8.2574 8.2906 -21.7692
H -7.6071 8.6310 -23.3728
H -13.5277 8.0208 -26.0813
H -20.2227 -0.8222 -22.3494
H -11.2943 0.4362 -23.0186
H -19.1008 13.3971 -26.7207
H -11.6434 11.6889 -15.3325
H -1.8912 5.7043 -22.0901
H -17.5153 18.3541 -25.3878
H -18.3273 -3.1192 -21.3874
H -21.7091 14.0401 -27.6838
C -16.9198 5.9556 -19.4799
H -16.5344 18.9011 -26.8305
H -10.0662 4.1093 -19.2746
N -19.7800 14.1446 -26.7278
H -14.7365 15.4584 -18.7103
H -20.0860 16.0823 -27.3475
H -28.4343 9.5758 -10.7591
O -17.6403 5.3486 -20.5065
O -29.2296 7.9076 -9.9010
H -7.7922 4.1436 -26.7950
H -16.2522 9.3782 -27.5759
C -9.9157 2.8262 -26.0262
H -28.7929 3.6016 -10.3243
H -15.7299 14.1330 -20.3876
C -14.3480 9.7774 -27.2990
C -21.2792 12.1690 -26.7696
H -28.7399 3.2928 -8.5497
C -16.4209 16.0173 -19.3463
H -4.2951 6.9339 -20.4813
O -15.1733 16.3104 -18.7810
C -13.4118 11.6329 -14.6824
C -16.2615 15.0651 -20.5790
H -9.1280 2.6409 -19.3197
N -28.2975 5.2924 -9.1052
H -9.5948 1.0601 -21.1565
N -10.0916 1.9756 -23.6419
H -24.8656 2.0125 -10.7492
H -24.2475 3.4857 -11.4915
H -18.1954 5.2635 -17.6787
C -22.2305 12.9614 -11.0566
C -13.2011 10.1505 -14.3074
H -17.0082 15.4794 -18.6020
C -20.7986 11.9367 -12.9882
H -20.5506 11.8170 -14.0428


13
Properties=species:S:1:pos:R:3 method="wB97M-V/def2-TZVPD" lumo_energy_ev=0.95 orbital_gap_ha=0.32384 e_above_lowest_kj_mol=179.3 homo_ev=-7.9
C 0.7795 1.2932 0.3410
C -1.8499 -0.9430 -0.2397
H -2.6780 -0.4869 0.3203
H 2.8814 1.0775 -0.3299
C 1.9584 0.5534 -0.1054
H -1.3000 1.3114 0.8418
O -0.6025 -0.5897 0.3261
C 2.0120 -0.7577 -0.2877
H -1.9102 -0.6242 -1.2879
H 0.9135 2.3473 0.5575
C -0.4263 0.7501 0.5110
O 2.1542 -1.9019 -0.4640
H -1.9320 -2.0296 -0.1830


19
Properties=species:S:1:pos:R:3 method="wB97M-V/def2-TZVPD" lumo_energy_ev=0.88 orbital_gap_ha=0.34631 e_above_lowest_kj_mol=36.0 smiles="CCS/C=C(/C)CF" homo_ev=-8.5
C -1.7205 -0.9640 -0.4946
S 0.5167 0.7806 -1.6772
H -2.3037 -0.4328 2.1080
C 2.2254 0.5621 -1.1077
H -2.8319 -0.9600 -0.8269
H -1.0502 -0.9834 -1.3366
H 2.4490 1.4991 -0.5714
C -2.1046 0.4869 1.5448
F -1.4941 -2.0506 0.2634
C 2.4001 -0.6667 -0.2084
H 3.4825 -0.6855 0.0245
H 2.8500 0.5301 -2.0085
C -0.2843 0.9836 -0.0787
H -1.6744 1.2341 2.2253
H 1.7455 -0.5304 0.6519
C -1.2870 0.2661 0.3350
H 0.0874 1.7377 0.6172
H 2.1187 -1.5545 -0.7724
H -3.1246 0.7475 1.3122


84
Properties=species:S:1:pos:R:3 method="wB97M-V/def2-TZVPD" lumo_energy_ev=-4.42 orbital_gap_ha=0.09294 e_above_lowest_kj_mol=299.8 homo_ev=-6.9
H -2.3547 5.8051 0.1149
C -2.0207 3.5841 0.6549
C 2.1733 1.5331 5.3499
H -3.0547 -5.7059 -3.8451
H 4.9283 -4.9799 3.5919
C -0.8907 5.1911 -2.0541
H 3.6323 -3.8589 -0.4831
H 0.8723 3.4281 -3.0651
N -1.5637 3.1631 -0.6721
H 0.6043 -4.7939 2.5849
H 1.5543 4.6141 -0.9301
C 2.5173 1.1801 3.8949
C -1.2707 -5.1299 -2.2581
C -4.2967 -0.4599 -2.3971
H -0.1787 1.3181 6.1269
H -0.4037 -5.9449 -2.2751
H 0.0303 0.2031 0.0499
C 4.6283 -2.9459 -3.7361
C 0.6543 1.3061 5.4059
H -2.5857 -2.2109 -1.4761
C -2.9457 4.7501 0.5479
H -4.6967 -0.0349 -3.2981
H 2.4433 -6.4949 3.5599
H 1.3623 4.5491 1.4379
C -2.5797 -5.0939 -3.0951
H 2.8363 -1.8259 -1.2221
H -4.2507 -3.1839 -3.1741
H 1.1423 -0.2699 -1.3691
C -1.3067 -3.9149 -1.5031
H -1.8817 4.9981 -2.5901
H -2.9837 2.2411 2.4179
H -2.4027 1.3271 1.2579
C 1.6093 -4.5109 2.7819
C 3.9503 -1.7379 -3.0981
H 1.1623 0.8371 2.1809
H -0.2857 1.8621 -2.4231
H 1.9293 -0.4889 0.2399
C 2.3463 -3.2599 2.3409
N 3.7303 -3.4629 2.8299
H 1.1773 2.9111 -0.3941
C -0.4357 3.8891 -1.4471
H 5.1233 -2.9109 -4.6361
H -5.6257 -0.3599 -0.5451
C 3.9623 -3.5749 -1.5231
H -3.2837 -0.8649 0.8619
H -1.0167 4.3421 2.6479
C 2.6213 -5.5299 3.3059
C 0.7913 3.8881 -0.5191
C 3.9223 -4.7859 3.2509
H 0.4283 -1.8249 -0.2631
H -3.8727 4.4711 -0.0391
O -2.4427 2.5721 -1.4191
H 5.1963 -5.0919 -2.6521
H -0.1557 5.4691 -2.7641
B 0.9663 -0.6259 -0.3291
C 4.7653 -4.0689 -2.6421
H -0.6307 0.6121 3.3789
N 3.4413 -2.3129 -1.8291
N -2.4367 -3.1849 -1.7601
H 2.7663 1.9481 6.2489
H -0.6617 -3.6389 -0.6271
H -0.6547 6.1271 -1.3231
C -2.7687 -0.6819 -2.4021
H 4.4643 -2.7129 2.9909
H -1.4007 -0.9099 -1.0931
C -0.1327 2.9461 -2.7681
N -2.3167 -0.8499 -1.0731
C -3.2597 -3.7609 -2.7251
C -3.4327 -0.9139 -0.1781
C 0.4003 4.5721 0.9259
H 3.6173 1.2551 3.4219
C 0.2903 0.8661 3.9659
C -2.8237 2.3041 1.2149
H 0.2993 5.5631 0.7689
H -0.9847 3.1121 -3.5531
H -3.7327 1.9891 0.6749
C -0.7517 3.8401 1.5989
H 3.6013 -0.8929 -3.6191
C -4.6877 -0.5979 -0.9331
N 1.3983 0.8381 3.1339
H -0.3057 2.8781 1.7109
H -2.1457 -0.5839 -3.0971
H -3.3497 4.9501 1.5899
H 1.9233 -2.2469 2.0589


48
Properties=species:S:1:pos:R:3 method="wB97M-V/def2-TZVPD" lumo_energy_ev=0.49 orbital_gap_ha=0.30772 e_above_lowest_kj_mol=359.9 smiles=Oc1ccc(O)cc1.Oc1ccc(O)cc1.Oc1ccc(O)cc1.CO homo_ev=-7.9
H 41.6520 50.1090 14.4950
H 44.0810 48.0250 14.8040
C 38.7880 49.6500 16.1520
O 41.0000 46.7190 16.2070
H 46.1780 50.3580 13.3900
C 40.4670 42.5640 11.9300
H 38.6220 50.5440 17.9640
C 40.2450 43.9930 13.8300
C 40.0990 49.0690 13.7360
C 44.9480 49.7660 17.5360
H 40.5130 50.6920 16.7530
H 37.1230 48.3430 15.4650
C 38.0540 48.8240 15.2210
H 40.2490 48.4920 12.0000
H 42.2310 41.3710 10.6470
H 43.6680 48.0370 17.1720
H 40.0430 45.3580 15.2100
H 46.3310 51.6900 17.5210
H 46.6400 51.2220 15.1170
H 41.0620 47.6350 16.3810
H 42.0890 44.8060 14.7020
C 41.8990 42.5150 12.0650
C 46.0270 50.5640 15.5760
O 39.4230 44.8420 14.5740
C 38.8250 48.5790 14.0270
O 42.6350 41.6450 11.3570
O 45.6230 49.6070 13.5440
H 41.1480 46.6150 18.3990
H 42.0870 45.3590 17.4210
H 38.8200 43.1900 12.8030
C 41.2100 45.9690 17.4000
H 45.0000 50.3080 19.4750
C 44.6770 48.6590 15.3040
C 45.8600 50.7550 16.9950
H 39.9330 41.9640 11.1290
C 39.6570 43.2920 12.9230
C 41.6410 44.1080 13.8660
O 44.5580 49.8070 18.8580
C 42.5320 43.3510 12.9810
C 40.7460 49.7180 14.7590
C 40.1070 50.0950 15.9470
C 45.5100 49.5770 14.7710
H 43.5860 43.3160 12.9240
H 40.5110 45.4500 17.4110
O 38.1510 49.8950 17.2770
O 40.7080 48.8000 12.5700
C 44.3910 48.7280 16.7380
H 38.3340 47.8900 13.2590